Molecular formula: C4H11NO
Method: DFT, wB97M-V/def2-TZVPD

Positions of all 17 atoms, in Å:
C 0.686 1.664 1.852
N -0.126 0.827 1.321
C -1.598 0.720 1.814
H 0.225 2.423 2.529
H 1.788 1.633 1.690
H -1.726 -0.286 2.239
H -2.165 0.753 0.882
H -1.978 1.488 2.526
C 1.297 -0.773 -2.127
C -0.040 -1.389 -1.769
O -0.248 -1.457 -0.323
H 1.498 -0.871 -3.203
H 2.091 -1.298 -1.577
H 1.318 0.272 -1.849
H -0.868 -0.777 -2.232
H -0.155 -2.421 -2.109
H 0.001 -0.508 0.335

Atoms 1-2, force components in eV/Å:
-1.7 -0.3 0.1
-0.4 -0.1 1.7

Summary:
frontier orbital gap = 9.72 eV
charge = 0
spin multiplicity = 1
energy relative to the best compared isomer or geometry (same formula, charge and spin) = 2.6881 eV
LUMO level = 0.83 eV
DFT total energy = -7861.8655 eV


Molecular formula: C38H39BBiBrCl5N8O2
Method: DFT, wB97M-V/def2-TZVPD

Positions of all 95 atoms, in Å:
Bi 14.929 12.637 13.270
C 19.545 10.924 10.788
C 18.333 11.907 10.993
C 17.047 11.146 10.739
C 18.477 12.631 12.252
C 19.634 13.088 12.894
C 19.210 13.684 14.102
N 17.880 13.733 14.119
N 17.393 13.129 12.965
B 16.945 14.709 15.065
N 16.256 15.703 14.184
C 15.634 16.835 14.701
C 14.497 17.133 13.944
C 14.592 16.164 12.873
N 15.661 15.414 12.995
C 13.678 16.274 11.665
C 13.655 15.061 10.784
C 12.265 16.582 12.213
N 16.037 13.597 15.683
C 16.364 12.718 16.644
C 15.215 12.187 17.229
C 14.127 12.823 16.511
N 14.608 13.611 15.521
C 12.672 12.628 16.759
C 11.867 13.133 15.607
C 12.478 11.142 17.142
H 19.421 10.350 9.919
H 19.678 10.313 11.696
H 20.451 11.460 10.598
H 18.518 12.641 10.166
H 17.012 10.260 11.400
H 17.063 10.848 9.669
H 16.088 11.712 10.810
H 20.628 12.753 12.687
H 19.679 14.115 14.940
H 17.654 15.286 15.855
H 16.007 17.400 15.584
H 13.629 17.737 14.212
H 14.107 17.166 11.082
H 13.454 14.166 11.342
H 14.586 14.832 10.176
H 12.829 15.166 10.079
H 12.052 15.973 13.103
H 11.523 16.293 11.469
H 12.242 17.654 12.468
H 17.421 12.706 16.941
H 15.111 11.510 18.088
H 12.415 13.202 17.637
H 11.725 12.397 14.866
H 12.384 13.952 15.093
H 10.975 13.625 15.955
H 12.946 10.497 16.440
H 11.395 10.986 17.274
H 12.897 10.980 18.155
Cl 12.217 11.236 12.091
C 13.247 10.025 12.839
C 14.356 10.394 13.552
C 15.257 9.464 13.996
Cl 16.479 9.901 15.146
C 15.153 8.114 13.547
Cl 16.465 7.035 13.785
C 13.979 7.720 12.881
Cl 13.696 6.095 12.615
C 13.025 8.664 12.522
Cl 11.566 8.243 11.720
C 11.162 11.828 7.360
O 10.508 12.397 8.493
C 9.668 13.424 8.402
C 9.138 13.942 7.193
C 8.531 15.216 7.176
Br 7.887 15.947 5.561
C 8.414 15.939 8.338
C 8.546 15.278 9.553
C 9.278 14.080 9.601
O 9.748 13.490 10.718
C 7.985 15.885 10.778
N 7.552 17.121 10.831
C 6.918 17.276 12.037
C 6.282 18.343 12.573
C 5.637 18.153 13.806
C 5.782 17.006 14.557
C 6.426 15.833 14.026
C 6.904 16.044 12.741
N 7.722 15.190 11.954
H 11.490 12.613 6.690
H 10.552 11.078 6.948
H 11.999 11.264 7.829
H 9.379 13.503 6.231
H 8.119 17.040 8.398
H 9.525 14.105 11.443
H 6.231 19.357 12.083
H 5.033 19.027 14.201
H 5.470 16.993 15.570
H 6.516 14.912 14.620
H 7.566 14.192 11.908

Atoms 1-2, force components in eV/Å:
0.6 1.2 0.1
-0.7 0.9 1.8

Summary:
frontier orbital gap = 5.30 eV
charge = +1
spin multiplicity = 1
energy relative to the best compared isomer or geometry (same formula, charge and spin) = 1.0524 eV
LUMO level = -4.47 eV
DFT total energy = -195217.8935 eV


Molecular formula: C29H33As2KN6O5S2
Method: DFT, wB97M-V/def2-TZVPD

Positions of all 78 atoms, in Å:
K 0.556 1.119 -0.116
N -3.125 -0.377 3.355
C -2.484 -0.718 2.157
S -3.311 -0.453 0.677
N -1.333 -1.300 2.317
N -0.422 -1.292 1.332
C 0.188 -2.393 1.072
C -0.282 -3.690 1.637
C 0.548 -4.504 2.403
C 0.080 -5.705 2.924
C -1.227 -6.106 2.684
C -2.067 -5.291 1.931
C -1.601 -4.090 1.416
C 1.358 -2.341 0.155
C 1.897 -3.493 -0.418
C 2.974 -3.374 -1.289
C 3.489 -2.121 -1.566
C 2.895 -1.022 -0.953
N 1.863 -1.128 -0.119
H -4.128 -0.417 3.270
H -2.758 -0.882 4.148
H 1.567 -4.188 2.597
H 0.738 -6.326 3.521
H -1.589 -7.048 3.079
H -3.091 -5.592 1.742
H -2.254 -3.439 0.840
H 1.467 -4.461 -0.195
H 3.393 -4.258 -1.757
H 4.316 -1.979 -2.250
H 3.234 -0.012 -1.181
O 2.584 3.904 -2.789
S 2.192 2.656 -2.129
O 3.307 1.686 -2.124
O 1.006 2.045 -2.825
O 1.751 2.910 -0.718
C -1.835 -1.686 -2.819
As -0.608 -0.150 -2.581
C 0.735 -0.830 -3.837
C -1.607 1.099 -3.741
C -2.066 0.675 -4.986
C -2.786 1.515 -5.824
C -3.060 2.813 -5.413
C -2.601 3.247 -4.178
C -1.874 2.415 -3.329
As -1.162 3.112 -1.616
C -2.875 3.934 -0.991
C -0.480 4.844 -2.216
H -1.957 -2.003 -3.857
H -2.807 -1.437 -2.392
H -1.423 -2.517 -2.242
H 0.348 -0.894 -4.855
H 1.048 -1.820 -3.502
H 1.585 -0.147 -3.808
H -1.856 -0.336 -5.316
H -3.132 1.159 -6.787
H -3.625 3.484 -6.051
H -2.813 4.265 -3.870
H -3.321 4.640 -1.696
H -2.648 4.463 -0.064
H -3.597 3.148 -0.759
H -1.136 5.303 -2.956
H 0.525 4.728 -2.625
H -0.421 5.490 -1.339
N 2.216 1.425 7.265
C 2.237 0.559 6.196
O 2.275 -0.643 6.354
C 2.228 1.235 4.863
C 3.016 2.353 4.607
C 2.945 2.958 3.367
C 2.070 2.436 2.422
N 1.305 1.370 2.666
C 1.394 0.772 3.850
H 2.102 1.019 8.178
H 1.931 2.378 7.129
H 3.695 2.720 5.369
H 3.556 3.817 3.124
H 1.988 2.865 1.424
H 0.759 -0.098 4.005

Atoms 1-2, force components in eV/Å:
-1.1 -1.4 1.5
-0.1 -0.1 -0.1

Summary:
frontier orbital gap = 5.86 eV
charge = -2
spin multiplicity = 1
energy relative to the best compared isomer or geometry (same formula, charge and spin) = 1.3973 eV
LUMO level = 3.80 eV
DFT total energy = -209462.2336 eV


Molecular formula: C18H27ClOZr
Method: DFT, wB97M-V/def2-TZVPD

Positions of all 48 atoms, in Å:
C 0.049 -0.106 -4.154
C 1.444 0.443 -4.402
C -0.187 -1.489 -4.739
C -1.070 0.882 -4.428
Cl 0.005 -0.265 -2.326
H -0.173 -1.468 -5.846
H -1.166 -1.856 -4.401
H 0.600 -2.167 -4.383
H 1.616 0.635 -5.478
H 2.183 -0.287 -4.045
H 1.561 1.383 -3.847
H -1.144 1.115 -5.507
H -0.871 1.809 -3.876
H -2.019 0.449 -4.089
C 1.235 -1.686 2.723
C 0.669 -2.842 2.087
C 1.164 -2.894 0.750
H 0.068 -3.592 2.573
C 2.088 -1.849 0.588
C 2.164 -1.114 1.793
H 2.824 -0.287 2.010
H 1.117 -1.409 3.766
H 0.887 -3.620 0.017
H 2.608 -1.614 -0.324
C -2.080 -0.026 2.288
C -1.705 -1.346 2.685
C -1.980 -2.233 1.561
H -1.456 -1.656 3.667
C -2.441 -1.410 0.464
C -2.504 -0.062 0.937
H -2.794 0.776 0.327
H -2.141 0.812 2.937
H -1.933 -3.301 1.544
H -2.667 -1.759 -0.536
Zr -0.119 -0.830 0.831
C 0.572 3.497 1.783
C 0.298 2.972 3.194
C 0.681 1.517 3.118
O 0.422 1.147 1.690
C 0.308 2.353 0.850
H -0.015 4.362 1.538
H 1.619 3.779 1.706
H -0.759 3.035 3.470
H 0.864 3.471 3.970
H 1.754 1.348 3.272
H 0.116 0.831 3.770
H -0.700 2.323 0.442
H 1.008 2.226 0.029

Atoms 1-2, force components in eV/Å:
0.1 0.3 -1.7
0.1 0.1 -0.1

Summary:
frontier orbital gap = 8.14 eV
charge = +2
spin multiplicity = 1
LUMO level = -7.77 eV
DFT total energy = -34940.1304 eV


Molecular formula: C5H9O3Pm
Method: DFT, wB97M-V/def2-TZVPD

Positions of all 18 atoms, in Å:
H 0.263 -0.399 -1.122
C -1.473 1.099 2.902
O -0.938 1.133 1.605
C -1.653 0.334 0.692
C -1.003 0.371 -0.657
H -0.844 1.729 3.543
H -2.508 1.484 2.916
H -1.477 0.071 3.306
H -2.700 0.691 0.627
H -1.704 -0.708 1.067
H -0.736 1.391 -0.959
H -1.705 0.064 -1.441
O 1.700 -2.465 -2.100
C 1.668 -1.185 -1.736
C 2.753 -0.385 -1.889
O 3.968 -0.925 -2.203
Pm 3.685 -2.991 -2.859
H 2.702 0.691 -1.694

Atoms 1-2, force components in eV/Å:
-0.8 0.3 0.6
-0.2 -0.1 0.4

Summary:
frontier orbital gap (alpha / beta) = 5.70 / 6.49 eV
charge = +1
spin multiplicity = 6
energy relative to the best compared isomer or geometry (same formula, charge and spin) = 1.7188 eV
LUMO level (alpha / beta) = -5.48 / -5.33 eV
DFT total energy = -28015.5882 eV


Molecular formula: CH2ClPS
Method: DFT, wB97M-V/def2-TZVPD

Positions of all 6 atoms, in Å:
C -1.429 0.120 -0.130
P 1.877 -0.916 0.119
S 0.237 0.464 -0.051
Cl 3.242 0.494 -0.128
H -1.880 -0.809 -0.270
H -2.046 0.647 0.461

Atoms 1-2, force components in eV/Å:
1.9 -1.9 -0.9
-1.1 -1.5 0.3

Summary:
frontier orbital gap (alpha / beta) = 7.74 / 8.26 eV
charge = 0
spin multiplicity = 3
energy relative to the best compared isomer or geometry (same formula, charge and spin) = 0.4766 eV
LUMO level (alpha / beta) = 0.48 / -1.66 eV
DFT total energy = -33713.2478 eV


Molecular formula: C4H7NO
Method: DFT, wB97M-V/def2-TZVPD

Positions of all 13 atoms, in Å:
C -1.740 -0.314 0.315
C -0.307 -0.124 -0.009
C 0.558 1.116 0.128
C 1.698 0.082 0.182
O 2.188 -0.092 -1.113
N 0.718 -0.925 0.314
H -2.042 -1.353 0.161
H -1.929 -0.032 1.357
H -2.341 0.331 -0.333
H 1.334 -0.235 -1.613
H 0.687 1.850 -0.664
H 0.278 1.612 1.066
H 0.900 -1.916 0.208

Atoms 1-2, force components in eV/Å:
-0.2 -0.1 0.0
-0.2 0.0 0.6

Summary:
frontier orbital gap (alpha / beta) = 7.84 / 7.50 eV
charge = 0
spin multiplicity = 1
energy relative to the best compared isomer or geometry (same formula, charge and spin) = 4.7386 eV
LUMO level (alpha / beta) = 0.34 / 0.26 eV
DFT total energy = -7794.9058 eV


> Which value of spin multiplicity does entry 6 give?

3